Record 1
C13H8Cl3GeIO12S3V as an isolated structure, computed with wB97M-V/def2-TZVPD.

Element x y z (Å)
1 V -1.412 1.252 -0.127
2 O 0.161 1.147 -1.419
3 S 1.154 1.758 -0.469
4 O 1.981 2.766 -1.028
5 O 0.232 2.182 0.636
6 C 2.189 0.469 0.154
7 C 3.482 0.463 -0.349
8 C 4.368 -0.535 0.028
9 C 3.956 -1.525 0.902
10 C 2.664 -1.520 1.409
11 C 1.768 -0.526 1.050
12 S 0.171 -0.617 1.856
13 O 0.112 0.409 2.846
14 O -0.002 -1.980 2.243
15 O -0.788 -0.321 0.691
16 H 3.783 1.246 -1.029
17 H 5.375 -0.534 -0.365
18 H 4.640 -2.310 1.196
19 H 2.330 -2.292 2.088
20 Cl -0.100 5.643 -0.159
21 Ge -0.656 5.289 1.835
22 Cl -1.595 6.954 2.696
23 Cl 0.916 4.606 3.032
24 I 0.893 -5.707 -2.234
25 C -0.406 -4.105 -1.931
26 C -1.601 -4.311 -1.254
27 C -2.452 -3.240 -1.046
28 C -2.100 -1.974 -1.498
29 C -0.906 -1.778 -2.182
30 C -0.058 -2.848 -2.407
31 C -3.029 -0.861 -1.198
32 O -4.182 -0.951 -0.934
33 O -2.429 0.412 -1.229
34 H -1.861 -5.293 -0.886
35 H -3.385 -3.372 -0.515
36 H -0.631 -0.795 -2.535
37 H 0.871 -2.702 -2.941
38 O -4.127 3.538 1.100
39 S -2.783 3.130 0.999
40 O -2.469 1.711 1.430
41 O -2.171 3.127 -0.368
42 O -1.901 3.992 1.913

Results
Frontier orbital gap (alpha / beta), eV: 6.87 / 7.52
Lowest unoccupied orbital energy (alpha / beta), eV: -2.482 / -1.831
2S+1: 2
HOMO (alpha / beta), eV: -9.35 / -9.35

So, what does the Mulliken scheme give us? The charges, in e, come out as:
1. V 1.336
2. O -0.636
3. S 1.505
4. O -0.646
5. O -0.395
6. C 0.326
7. C -0.699
8. C -0.664
9. C -0.603
10. C -0.563
11. C -0.267
12. S 1.646
13. O -0.682
14. O -0.730
15. O 0.002
16. H 0.553
17. H 0.412
18. H 0.421
19. H 0.560
20. Cl -0.202
21. Ge 0.795
22. Cl -0.250
23. Cl -0.232
24. I 0.108
25. C -0.025
26. C -0.494
27. C -0.578
28. C 0.495
29. C -0.201
30. C -0.621
31. C 0.243
32. O -0.504
33. O -0.617
34. H 0.384
35. H 0.462
36. H 0.451
37. H 0.440
38. O -0.511
39. S 0.985
40. O -0.373
41. O -0.501
42. O -0.132

---

Record 2
C13H8ClF5O8P2Ti as an isolated structure, computed with wB97M-V/def2-TZVPD.

Element x y z (Å)
1 Ti 0.142 -0.094 0.333
2 O 3.929 -0.370 -0.107
3 P 2.963 0.363 0.917
4 O 3.612 0.911 2.093
5 O 1.772 -0.639 1.082
6 O 2.252 1.439 -0.084
7 P 1.177 2.633 0.183
8 O 1.146 3.343 -1.230
9 O 1.452 3.536 1.278
10 O -0.128 1.747 0.259
11 H 4.852 -0.201 0.119
12 H 0.949 2.768 -1.977
13 Cl -0.042 -3.170 -0.261
14 C -1.303 -2.612 -1.330
15 C -2.439 -3.373 -1.513
16 C -3.458 -2.878 -2.313
17 C -3.326 -1.632 -2.908
18 C -2.175 -0.885 -2.715
19 C -1.131 -1.365 -1.926
20 C 0.094 -0.561 -1.673
21 H -2.530 -4.333 -1.023
22 H -4.355 -3.464 -2.458
23 H -4.123 -1.240 -3.526
24 H -2.079 0.087 -3.183
25 H 0.093 0.363 -2.252
26 H 1.029 -1.101 -1.845
27 F -3.944 0.826 5.761
28 C -3.318 0.473 4.642
29 C -1.997 0.839 4.442
30 F -1.354 1.542 5.367
31 C -1.363 0.462 3.276
32 F -0.083 0.794 3.059
33 C -2.010 -0.273 2.291
34 O -1.380 -0.630 1.160
35 C -3.334 -0.630 2.514
36 F -3.983 -1.339 1.589
37 C -3.986 -0.262 3.676
38 F -5.254 -0.614 3.870

Results
Frontier orbital gap, eV: 8.33
Lowest unoccupied orbital energy, eV: -1.104
HOMO, eV: -9.44

So, what does the Mulliken scheme give us? The charges, in e, come out as:
1. Ti 1.168
2. O -0.471
3. P 0.727
4. O -0.596
5. O -0.412
6. O -0.219
7. P 0.680
8. O -0.511
9. O -0.605
10. O -0.267
11. H 0.338
12. H 0.352
13. Cl -0.198
14. C 0.887
15. C -0.661
16. C -0.425
17. C -0.716
18. C -0.562
19. C 0.569
20. C -1.305
21. H 0.434
22. H 0.395
23. H 0.392
24. H 0.350
25. H 0.361
26. H 0.377
27. F -0.296
28. C 0.651
29. C -0.294
30. F -0.284
31. C 0.529
32. F -0.245
33. C 0.135
34. O 0.038
35. C 0.239
36. F -0.268
37. C 0.001
38. F -0.286

---

Record 3
C13H9AsNO10RuSSbSe4 as an isolated structure, computed with wB97M-V/def2-TZVPD.

Element x y z (Å)
1 Ru 0.940 -0.800 -1.509
2 O -1.504 -2.662 0.737
3 As -0.967 -1.113 1.327
4 O -2.206 -0.324 2.017
5 O -0.172 -0.276 0.084
6 C 0.417 -1.465 2.638
7 C 0.075 -1.127 3.940
8 C 0.984 -1.295 4.976
9 C 2.245 -1.804 4.711
10 C 2.598 -2.147 3.412
11 C 1.691 -1.977 2.377
12 S 2.245 -2.451 0.736
13 O 2.526 -1.171 0.026
14 O 3.413 -3.266 0.939
15 O 1.108 -3.116 0.102
16 H -0.742 -3.097 0.311
17 H -0.914 -0.721 4.117
18 H 0.705 -1.026 5.988
19 H 2.961 -1.938 5.514
20 H 3.571 -2.556 3.181
21 Se 0.575 0.514 -6.117
22 Sb 0.206 -1.493 -4.897
23 Se 2.180 -1.812 -3.232
24 Se -1.110 -1.083 -2.731
25 Se -0.423 -3.585 -5.852
26 O 2.072 2.882 -0.290
27 C 1.355 2.167 -0.972
28 O 1.748 1.156 -1.678
29 C -0.125 2.489 -1.048
30 C -0.780 2.878 0.114
31 C -2.146 3.107 0.119
32 C -2.869 2.996 -1.058
33 C -2.192 2.644 -2.212
34 C -0.836 2.361 -2.233
35 N -2.963 2.548 -3.463
36 O -4.160 2.794 -3.419
37 O -2.368 2.256 -4.477
38 H -0.198 2.961 1.022
39 H -2.656 3.347 1.042
40 H -3.934 3.163 -1.093
41 H -0.351 2.041 -3.147

Results
Frontier orbital gap (alpha / beta), eV: 6.87 / 5.79
Lowest unoccupied orbital energy (alpha / beta), eV: 3.903 / 2.814
2S+1: 5
HOMO (alpha / beta), eV: -2.96 / -2.98
Charge: -2

So, what does the Mulliken scheme give us? The charges, in e, come out as:
1. Ru 1.325
2. O -0.655
3. As 0.781
4. O -0.775
5. O 0.280
6. C -0.480
7. C -0.580
8. C -0.508
9. C -0.480
10. C -0.638
11. C 0.574
12. S 1.396
13. O -0.634
14. O -0.756
15. O -0.779
16. H 0.446
17. H 0.517
18. H 0.366
19. H 0.361
20. H 0.489
21. Se -0.610
22. Sb 0.651
23. Se -0.325
24. Se -0.422
25. Se -0.653
26. O -0.698
27. C 0.442
28. O -0.823
29. C 0.394
30. C -0.683
31. C -0.324
32. C -0.628
33. C -0.119
34. C -0.048
35. N 1.060
36. O -0.678
37. O -0.569
38. H 0.441
39. H 0.359
40. H 0.471
41. H 0.513

---

Record 4
C13H9Br2ClN2 in the gas phase, computed with wB97M-V/def2-TZVPD.

Element x y z (Å)
1 Cl -3.398 -0.542 -1.717
2 Br 3.044 5.566 -1.445
3 Br -2.441 4.104 -1.626
4 N -1.069 0.003 -0.566
5 C -1.921 -0.969 -0.873
6 C -1.108 -5.144 0.093
7 C -0.087 -4.247 -0.036
8 C -2.410 -4.663 -0.134
9 C 2.002 2.935 -0.694
10 C 0.350 4.539 -1.394
11 C -0.325 -2.917 -0.372
12 C -2.645 -3.324 -0.498
13 C 1.017 1.935 -0.565
14 C 1.677 4.232 -1.135
15 C -0.662 3.585 -1.290
16 C -1.636 -2.417 -0.581
17 C -0.326 2.271 -0.912
18 N -1.335 1.314 -0.855
19 H -0.928 -6.145 0.358
20 H 0.919 -4.609 0.073
21 H -3.294 -5.320 -0.027
22 H 3.035 2.695 -0.446
23 H 0.075 5.537 -1.655
24 H 0.518 -2.240 -0.439
25 H -3.693 -3.029 -0.594
26 H 1.342 0.964 -0.219
27 H -2.272 1.543 -1.190

Results
Frontier orbital gap, eV: 7.98
Lowest unoccupied orbital energy, eV: 0.020
HOMO, eV: -7.96

So, what does the Mulliken scheme give us? The charges, in e, come out as:
1. Cl -0.277
2. Br -0.191
3. Br -0.232
4. N -0.554
5. C 0.204
6. C -0.524
7. C -0.480
8. C -0.474
9. C -0.269
10. C -0.214
11. C -0.324
12. C -0.445
13. C -0.512
14. C -0.348
15. C -0.188
16. C 0.730
17. C 0.726
18. N 0.084
19. H 0.445
20. H 0.373
21. H 0.314
22. H 0.380
23. H 0.423
24. H 0.377
25. H 0.290
26. H 0.399
27. H 0.286

---

Record 5
C13H9ClN2NiO10S as an isolated structure, computed with wB97M-V/def2-TZVPD.

Element x y z (Å)
1 Ni -0.068 0.139 -0.036
2 O -2.084 -3.061 4.250
3 C -1.499 -2.000 4.754
4 O -1.556 -1.765 5.948
5 C -0.760 -1.113 3.823
6 C -0.058 0.032 4.182
7 Cl -0.091 0.692 5.751
8 N 0.524 0.595 3.063
9 N 0.191 -0.185 1.979
10 C -0.588 -1.207 2.425
11 C -1.249 -2.046 1.418
12 O -1.898 -3.074 1.760
13 O -1.187 -1.636 0.222
14 C 1.354 1.695 2.904
15 C 1.743 2.516 3.974
16 C 2.558 3.609 3.764
17 C 3.031 3.921 2.497
18 C 2.662 3.106 1.431
19 C 1.840 2.018 1.624
20 H -2.007 -3.131 3.192
21 H 1.401 2.309 4.971
22 H 2.825 4.233 4.610
23 H 3.669 4.784 2.348
24 H 3.013 3.313 0.429
25 H 1.584 1.412 0.758
26 O 2.161 1.478 -2.137
27 S 1.400 0.245 -1.992
28 O 1.582 -0.650 -3.122
29 O -0.095 0.590 -1.862
30 O 1.721 -0.420 -0.680
31 C -3.043 0.133 -1.106
32 O -2.677 1.261 -0.318
33 C -1.455 1.356 0.225
34 O -1.191 2.364 0.850
35 H -3.733 0.504 -1.867
36 H -3.522 -0.618 -0.470
37 H -2.157 -0.299 -1.577

Results
Frontier orbital gap (alpha / beta), eV: 6.61 / 5.79
Lowest unoccupied orbital energy (alpha / beta), eV: 4.355 / 4.354
HOMO (alpha / beta), eV: -2.25 / -1.44
Charge: -2

So, what does the Mulliken scheme give us? The charges, in e, come out as:
1. Ni 0.031
2. O -0.598
3. C 0.494
4. O -0.671
5. C -0.272
6. C 0.607
7. Cl -0.228
8. N 0.536
9. N -0.587
10. C -0.015
11. C 0.929
12. O -0.877
13. O -0.517
14. C 1.102
15. C -0.770
16. C -0.733
17. C -0.396
18. C -0.882
19. C -0.380
20. H 0.423
21. H 0.272
22. H 0.332
23. H 0.375
24. H 0.491
25. H 0.826
26. O -0.736
27. S 1.272
28. O -0.744
29. O -0.612
30. O -0.687
31. C -0.493
32. O -0.378
33. C 0.832
34. O -0.627
35. H 0.256
36. H 0.192
37. H 0.237

---

It is found that the energy values, taken in the order of the records, are -7297.09831 -3594.16858 -13882.90375 -6218.49168 -3729.54096 Eh.
It is found that the F_max values, taken in the order of the records, are 0.5 0.4 0.4 3.5 3.2 eV/A.
It is found that the ΔE to the lowest compared entry with this formula, charge and spin values, taken in the order of the records, are 3.2 8.2 0.0 0.0 7.8 kcal per mole.